Record 1
Molecular formula: C5H9N2O
Method: DFT, ωB97M-V/def2-TZVPD

Positions of all 17 atoms, in Å:
C  1.31938  2.23745  1.07833
O  1.68337  0.90264  1.21025
C  1.01416  -0.03128  0.56489
C  1.11601  -1.39600  0.54193
N  -0.01984  -1.89903  -0.14954
C  -0.78682  -0.90623  -0.55469
C  -1.96159  -0.88865  -1.46290
N  -0.18645  0.28467  -0.13323
H  0.30577  2.36617  0.90469
H  1.82002  2.76594  0.23034
H  1.61453  2.75612  1.92083
H  1.88017  -2.05416  1.04806
H  -0.37493  -2.85750  -0.08658
H  -1.65320  -1.04511  -2.47643
H  -2.72558  -1.50486  -1.06536
H  -2.37967  0.08765  -1.41192
H  -0.66535  1.18217  -0.15868

Calculated values
HOMO level: -13.26 eV
Frontier orbital gap: 10.06 eV
ΔE to the lowest compared entry with this formula, charge and spin: 104.38 kJ/mol
F_max: 0.0581 Eh/bohr
Total charge: +1
Spin multiplicity: 1

Record 2
Molecular formula: C56H47CuN4O4Sb2
Method: DFT, ωB97M-V/def2-TZVPD

Positions of all 114 atoms, in Å:
Cu  -1.18974  -0.88188  0.13390
O  -1.75553  0.00845  -1.44986
C  -2.11384  1.26516  -1.34294
C  -3.19571  1.74425  -2.11119
C  -3.52989  3.08030  -2.13270
C  -2.81185  4.01328  -1.37536
C  -1.78050  3.56434  -0.57980
C  -1.41964  2.21169  -0.52607
C  -0.34467  1.83638  0.38468
N  0.06392  0.63426  0.49166
N  1.07525  0.29915  1.35570
C  1.04216  -0.99258  1.57690
O  0.26249  -1.85013  0.99536
C  2.03974  -1.53484  2.54053
C  2.80829  -0.69066  3.33894
C  3.69135  -1.22385  4.26453
C  3.81415  -2.60248  4.40337
C  3.05218  -3.44542  3.60659
C  2.16684  -2.91242  2.67984
H  -3.75111  1.01430  -2.68762
H  -4.36547  3.41163  -2.73964
H  -3.06730  5.06494  -1.40585
H  -1.21788  4.26464  0.03098
H  0.09893  2.60669  1.01929
H  2.68869  0.37866  3.22565
H  4.27852  -0.56405  4.89242
H  4.49931  -3.01557  5.13437
H  3.13995  -4.51993  3.71411
H  1.56086  -3.55587  2.05504
C  3.99840  -2.27353  -2.80426
C  3.87041  -1.11925  -3.80596
C  3.69051  0.26388  -3.16372
Sb  1.66641  0.60014  -2.41638
C  1.05311  1.86184  -4.04548
C  1.80698  2.92649  -4.53620
C  1.32374  3.71626  -5.57047
C  0.08049  3.44557  -6.13149
C  -0.67567  2.38357  -5.65727
C  -0.19196  1.59768  -4.61701
C  2.34288  2.17962  -1.11752
C  1.88302  3.49213  -1.20470
C  2.30536  4.45277  -0.29251
C  3.19182  4.11187  0.71992
C  3.65003  2.80462  0.82167
C  3.22190  1.84641  -0.08659
Sb  2.43872  -2.54687  -1.28958
C  2.94665  -4.65559  -1.11991
C  4.21098  -5.00933  -0.64541
C  4.58231  -6.34076  -0.50964
C  3.68441  -7.34748  -0.83802
C  2.41856  -7.01247  -1.29883
C  2.05186  -5.67803  -1.43631
C  0.84065  -2.95764  -2.68023
C  1.08424  -3.31623  -4.00430
C  0.03628  -3.63203  -4.86187
C  -1.27445  -3.61195  -4.39882
C  -1.53005  -3.26627  -3.07923
C  -0.47659  -2.93533  -2.23848
H  4.91378  -2.13869  -2.21838
H  4.09297  -3.22985  -3.32230
H  3.04119  -1.30905  -4.49495
H  4.77746  -1.11301  -4.42204
H  3.89406  1.05549  -3.88728
H  4.38404  0.39188  -2.32833
H  2.77711  3.14889  -4.10431
H  1.91356  4.54888  -5.93587
H  -0.29811  4.06654  -6.93437
H  -1.64552  2.17051  -6.09088
H  -0.79411  0.77809  -4.23529
H  1.17686  3.76995  -1.97908
H  1.92791  5.46646  -0.36542
H  3.51587  4.85833  1.43513
H  4.33219  2.52765  1.61671
H  3.55661  0.82048  0.03254
H  4.92333  -4.23444  -0.37574
H  5.57043  -6.59344  -0.14298
H  3.96820  -8.38730  -0.72919
H  1.71128  -7.79294  -1.55407
H  1.05922  -5.43662  -1.79759
H  2.10131  -3.37314  -4.37460
H  0.24500  -3.89930  -5.89133
H  -2.09165  -3.86584  -5.06300
H  -2.54599  -3.23807  -2.70388
H  -0.68971  -2.65750  -1.21902
O  -4.60255  -0.67944  0.02855
C  -4.04759  -0.27582  1.03270
N  -4.64027  0.53674  1.97909
C  -3.74668  0.87313  3.05763
C  -2.51362  0.00619  2.63919
O  -1.51506  -0.09580  3.32740
N  -2.75404  -0.56832  1.44022
C  -3.33550  2.34433  3.08000
C  -2.27151  2.75123  3.88689
C  -1.91382  4.08828  3.95337
C  -2.62189  5.04298  3.22947
C  -3.67588  4.64296  2.42462
C  -4.02344  3.29830  2.34329
C  -4.30564  0.40406  4.40226
C  -4.86182  1.28622  5.32125
C  -5.40224  0.81888  6.51466
C  -5.39211  -0.53704  6.80103
C  -4.84525  -1.42618  5.88336
C  -4.30957  -0.95865  4.69510
H  -5.58721  0.85279  1.88533
H  -1.71919  2.00196  4.44017
H  -1.08078  4.38901  4.57784
H  -2.34652  6.08925  3.28935
H  -4.22616  5.37368  1.84358
H  -4.82567  2.99364  1.68317
H  -4.87441  2.34784  5.10767
H  -5.82971  1.52070  7.22060
H  -5.80655  -0.90173  7.73338
H  -4.83253  -2.48787  6.09834
H  -3.88058  -1.65383  3.98177

Calculated values
HOMO level (alpha / beta): -4.91 / -4.99 eV
Frontier orbital gap (alpha / beta): 7.43 / 7.17 eV
ΔE to the lowest compared entry with this formula, charge and spin: 0.00 kJ/mol
F_max: 0.0113 Eh/bohr
Expectation value of S²: 0.755
Total charge: -1
Spin multiplicity: 2

Record 3
Molecular formula: C16H21ClN2O5S
Method: DFT, ωB97M-V/def2-TZVPD

Positions of all 46 atoms, in Å:
O  0.88715  0.94380  -2.47197
C  1.05567  1.30717  -1.32617
N  2.20599  1.12975  -0.64819
C  3.31237  0.37878  -1.18672
C  3.52189  -0.90730  -0.36835
C  4.79360  -1.65706  -0.78150
C  5.82707  -1.11603  0.20501
C  4.97419  -0.91244  1.45498
O  3.67636  -0.56035  1.00457
C  -0.04639  1.97636  -0.54905
C  -1.32963  1.46433  -0.72043
C  -2.39685  2.00579  -0.03645
S  -4.02722  1.29364  -0.26729
O  -4.87936  1.76271  0.78977
O  -4.45058  1.48649  -1.61948
N  -3.65213  -0.33230  -0.07861
C  -3.44095  -0.71668  1.30033
C  -2.83737  -2.12432  1.31192
O  -3.66173  -3.04047  0.63456
C  -3.87880  -2.64699  -0.70211
C  -4.52669  -1.26332  -0.76613
C  -2.22734  3.08479  0.81027
C  -0.96699  3.63558  0.96133
C  0.11471  3.08157  0.28805
Cl  1.65303  3.83803  0.48499
H  2.26114  1.32461  0.34008
H  4.21683  0.99351  -1.14438
H  3.07547  0.13938  -2.22489
H  2.62251  -1.52916  -0.46142
H  4.66102  -2.72943  -0.63804
H  5.05463  -1.46938  -1.82002
H  6.22679  -0.16333  -0.14300
H  6.65212  -1.80256  0.37676
H  4.91247  -1.84160  2.03837
H  5.33817  -0.11341  2.10485
H  -1.48440  0.63818  -1.39589
H  -2.75615  0.00212  1.75333
H  -4.38846  -0.70655  1.85677
H  -2.74226  -2.49583  2.33329
H  -1.84493  -2.08993  0.83680
H  -4.53369  -3.40191  -1.13875
H  -2.92281  -2.62593  -1.24541
H  -4.63366  -0.91634  -1.79304
H  -5.51583  -1.29765  -0.28756
H  -3.08454  3.48016  1.33154
H  -0.81444  4.49354  1.59728

Calculated values
HOMO level: -9.57 eV
Frontier orbital gap: 9.84 eV
ΔE to the lowest compared entry with this formula, charge and spin: 140.57 kJ/mol
F_max: 0.0199 Eh/bohr
Total charge: 0
Spin multiplicity: 1